Computed, not measured: C6H13N in the gas phase, with wB97M-V/def2-TZVPD.

Computed properties:
DFT total energy = -291.114138 Eh
HOMO level = -9.078 eV
charge = 0
frontier orbital gap = 10.28 eV
SMILES = CCCN1C[C@H]1C
relative energy (zero: lowest compared OMol25 entry of this formula, charge and spin) = 1.214 eV

Positions of all 20 atoms, in Å:
1 C 2.971 -0.012 0.168
2 C 1.592 -0.517 -0.423
3 C 0.540 0.477 -1.019
4 N -0.837 0.023 -0.760
5 C -1.885 1.046 -0.778
6 C -1.403 0.469 0.499
7 C -2.205 -0.512 1.315
8 H 2.876 0.927 0.736
9 H 3.780 0.131 -0.557
10 H 3.372 -0.731 0.908
11 H 1.715 -1.324 -1.164
12 H 1.158 -0.974 0.462
13 H 0.624 0.566 -2.111
14 H 0.698 1.486 -0.603
15 H -2.858 0.744 -1.169
16 H -1.616 2.078 -1.012
17 H -0.752 1.125 1.081
18 H -2.806 0.010 2.068
19 H -2.875 -1.097 0.678
20 H -1.537 -1.209 1.834